(1)
Entry from the Open Molecules 2025 dataset: an isolated molecule of C3H5BrO2S (ωB97M-V/def2-TZVPD).

- Kohn-Sham gap (spin up / spin down): 5.94 / 5.88 eV
- Largest force on an atom: 5.44 eV/Å
- ⟨S²⟩: 2.009
- HOMO energy (spin up / spin down): -5.4193 / -10.3527 eV
- Energy above the lowest of the compared OMol25 structures with the same formula, charge and spin: 19.6 kcal per mole

Structure (ORCA input):
```
! wB97M-V def2-TZVPD RIJCOSX def2/J DEFGRID3
* xyz 0 3
C -0.0917 -0.3764 -1.2675
C 0.4214 0.3697 -0.0587
C -0.7458 0.9962 0.8962
O -0.3789 -2.1864 0.5950
O 1.9851 -1.8350 0.0102
S 0.6212 -1.3646 0.0117
Br 1.9599 1.5311 -0.0754
H -1.1557 -0.2597 -1.3210
H 0.3380 -0.0804 -2.2544
H -0.4297 0.6168 1.9635
H -1.7068 0.4470 0.5435
H -0.8172 2.1416 0.9570
*
```

=====

(2)
Entry from the Open Molecules 2025 dataset: an isolated molecule of C3H5BrS (ωB97M-V/def2-TZVPD).

- Kohn-Sham gap: 9.82 eV
- Largest force on an atom: 2.60 eV/Å
- SMILES: C[C@]1(Br)CS1
- HOMO energy: -9.1570 eV
- Energy above the lowest of the compared OMol25 structures with the same formula, charge and spin: 10.0 kcal per mole

Structure (ORCA input):
```
! wB97M-V def2-TZVPD RIJCOSX def2/J DEFGRID3
* xyz 0 1
C 0.4751 0.8848 -0.7820
C -0.4903 -0.0654 -0.0684
Br -2.2443 0.7295 0.2834
C 0.1228 -1.0387 0.9797
S -0.4886 -1.8762 -0.4782
H 1.0048 1.4327 -0.0371
H -0.1559 1.6264 -1.3564
H 1.1070 0.2490 -1.4045
H 1.2025 -0.8470 1.0133
H -0.5331 -1.0952 1.8503
*
```

=====

(3)
Entry from the Open Molecules 2025 dataset: a structure of composition C3H5BrS (ωB97M-V/def2-TZVPD).

- Kohn-Sham gap: 9.40 eV
- Largest force on an atom: 4.27 eV/Å
- HOMO energy: -8.8286 eV
- Energy above the lowest of the compared OMol25 structures with the same formula, charge and spin: 42.4 kcal per mole

Structure (ORCA input):
```
! wB97M-V def2-TZVPD RIJCOSX def2/J DEFGRID3
* xyz 0 1
C 0.5774 0.4843 0.5003
C 1.0446 -0.6646 -0.4035
C -1.2001 0.3867 -0.2974
S -0.6875 -1.2848 -0.8042
Br -2.3795 0.2962 1.2330
H 0.3507 0.2173 1.5377
H 1.1238 1.3895 0.3301
H 1.4339 -0.4703 -1.3870
H 1.4291 -1.4607 0.2903
H -1.6926 1.1065 -0.9993
*
```

=====

(4)
Entry from the Open Molecules 2025 dataset: a structure of composition C3H5BrSi (ωB97M-V/def2-TZVPD).

- Kohn-Sham gap: 10.55 eV
- Largest force on an atom: 6.39 eV/Å
- HOMO energy: -10.2543 eV
- Energy above the lowest of the compared OMol25 structures with the same formula, charge and spin: 92.1 kcal per mole

Structure (ORCA input):
```
! wB97M-V def2-TZVPD RIJCOSX def2/J DEFGRID3
* xyz 0 1
C 0.5569 0.3522 -0.2136
C -0.4208 0.2240 0.4590
C 2.0149 0.3289 -1.5671
Si -1.9653 -0.1564 1.4567
Br 3.0416 -1.2177 -1.3864
H 1.4250 0.0381 -2.4387
H 2.5368 1.3146 -1.6687
H -1.3039 -0.6040 2.8325
H -3.0071 -1.2727 1.1063
H -2.8780 0.9930 1.4200
*
```

=====

(5)
Entry from the Open Molecules 2025 dataset: a cluster of 2 separate species, C3H5Cl2F3NO2P in total (ωB97M-V/def2-TZVPD).

- Kohn-Sham gap: 8.84 eV
- Largest force on an atom: 5.19 eV/Å
- SMILES: O=NOPC(F)(F)F.ClCCCl
- HOMO energy: -9.9306 eV

Structure (ORCA input):
```
! wB97M-V def2-TZVPD RIJCOSX def2/J DEFGRID3
* xyz 0 1
O 4.8510 -1.9015 -0.5323
N 4.8195 -1.1748 -1.5128
O 4.2641 0.0202 -1.2462
P 2.8830 -0.1090 -0.1902
C 1.4358 -1.0856 -1.0061
F 0.2424 -0.9147 -0.0951
F 1.7268 -2.5314 -1.1483
F 1.0612 -0.4040 -2.2762
H 2.3771 1.2675 -0.0966
Cl -3.8304 2.3744 2.1872
C -3.6872 1.0953 0.9560
C -2.3362 0.3992 1.0059
Cl -1.0100 1.4656 0.4785
H -3.8723 1.5454 -0.0242
H -4.4845 0.3735 1.1552
H -2.3365 -0.4622 0.3311
H -2.1039 0.0420 2.0140
*
```

=====

(6)
Entry from the Open Molecules 2025 dataset: an isolated molecule of C3H5Cl2FN2 (ωB97M-V/def2-TZVPD).

- Kohn-Sham gap: 9.91 eV
- Largest force on an atom: 1.79 eV/Å
- SMILES: C/C(=N/N)C(F)(Cl)Cl
- HOMO energy: -9.2209 eV
- Energy above the lowest of the compared OMol25 structures with the same formula, charge and spin: 0.0 kcal per mole

Structure (ORCA input):
```
! wB97M-V def2-TZVPD RIJCOSX def2/J DEFGRID3
* xyz 0 1
C -1.0394 1.4978 -0.0638
C -0.2424 0.2060 -0.0506
N -0.9078 -0.8542 -0.1091
N -0.3459 -2.0736 -0.1792
C 1.2689 0.2810 -0.0286
F 1.6779 1.5846 0.0814
Cl 1.7841 -0.4897 1.5670
Cl 2.1407 -0.4335 -1.3510
H -2.0907 1.1425 -0.2326
H -0.9937 1.9848 0.9456
H -0.8118 2.2348 -0.8458
H 0.5296 -2.2362 0.3211
H -0.9694 -2.8444 -0.0542
*
```

=====

(7)
Entry from the Open Molecules 2025 dataset: an isolated molecule of C3H5Cl2N (ωB97M-V/def2-TZVPD).

- Kohn-Sham gap: 10.11 eV
- Largest force on an atom: 7.56 eV/Å
- SMILES: NC1[C@H](Cl)[C@H]1Cl
- HOMO energy: -9.4013 eV
- Energy above the lowest of the compared OMol25 structures with the same formula, charge and spin: 54.7 kcal per mole

Structure (ORCA input):
```
! wB97M-V def2-TZVPD RIJCOSX def2/J DEFGRID3
* xyz 0 1
N 0.2005 -1.1275 -0.9059
C -0.2479 -0.5004 0.3123
C 0.8349 0.5084 0.5080
Cl 0.8916 1.2442 2.2186
C -0.5635 0.9993 -0.0433
Cl -0.5626 1.5433 -1.6019
H -0.6568 -1.2971 -1.7235
H 0.3155 -2.2607 -0.6144
H -0.8456 -0.9639 1.0920
H 1.8299 0.3564 -0.0126
H -1.1959 1.4980 0.7706
*
```

=====

(8)
Entry from the Open Molecules 2025 dataset: a structure of composition C3H5Cl2NS2 (ωB97M-V/def2-TZVPD).

- Kohn-Sham gap: 7.86 eV
- Largest force on an atom: 1.23 eV/Å
- HOMO energy: -8.0808 eV
- Energy above the lowest of the compared OMol25 structures with the same formula, charge and spin: 15.9 kcal per mole

Structure (ORCA input):
```
! wB97M-V def2-TZVPD RIJCOSX def2/J DEFGRID3
* xyz 0 1
C -1.2847 0.2932 0.3078
C 0.1345 -1.6157 -1.4188
C 0.8469 0.8219 1.2396
N -0.1646 0.9644 0.2083
S 0.8088 -0.4545 -2.3161
S 0.2537 1.8545 -1.1197
Cl -2.5294 0.5180 -0.8156
Cl 0.9198 -2.3803 -0.0662
H -1.4930 -0.3344 1.1595
H -0.8266 -2.0562 -1.6373
H 1.7667 0.4619 0.7778
H 1.0383 1.8033 1.6712
H 0.5297 0.1238 2.0095
*
```

=====

(9)
Entry from the Open Molecules 2025 dataset: an isolated molecule of C3H5Cl2P (ωB97M-V/def2-TZVPD).

- Kohn-Sham gap: 8.94 eV
- Largest force on an atom: 6.64 eV/Å
- SMILES: C=CC(P)(Cl)Cl
- HOMO energy: -9.9812 eV
- Energy above the lowest of the compared OMol25 structures with the same formula, charge and spin: 33.4 kcal per mole

Structure (ORCA input):
```
! wB97M-V def2-TZVPD RIJCOSX def2/J DEFGRID3
* xyz 0 1
C 0.9873 0.5739 1.6567
C 0.9473 0.2079 0.3423
C -0.3352 0.0488 -0.3626
P -0.3562 -1.1288 -1.8156
Cl -1.8167 -0.9552 0.9578
Cl -1.1604 1.5671 -0.2769
H 1.9625 0.6893 2.1459
H 0.2314 0.6605 2.2758
H 1.8876 0.0431 -0.2396
H -0.6974 -0.1838 -2.8033
H -1.6503 -1.5228 -1.8803
*
```

=====

(10)
Entry from the Open Molecules 2025 dataset: an isolated molecule of C3H5Cl3OSi (ωB97M-V/def2-TZVPD).

- Kohn-Sham gap: 10.79 eV
- Largest force on an atom: 2.31 eV/Å
- SMILES: C=C[Si](Cl)(Cl)[C@@H](O)Cl
- HOMO energy: -10.4146 eV
- Energy above the lowest of the compared OMol25 structures with the same formula, charge and spin: 36.5 kcal per mole

Structure (ORCA input):
```
! wB97M-V def2-TZVPD RIJCOSX def2/J DEFGRID3
* xyz 0 1
C 1.4931 -2.0853 -0.1959
C 0.2829 -1.7279 0.2245
Si -0.4180 0.0113 0.4734
Cl -0.6631 0.3660 2.5459
Cl -2.2707 -0.3671 -0.2285
C -0.1169 1.7060 -0.5380
O -1.1550 2.3002 -1.1270
Cl 0.4368 2.8634 0.8727
H 1.7834 -3.1061 -0.2745
H 2.2784 -1.4821 -0.5532
H -0.3748 -2.4131 0.7300
H 0.6143 1.8638 -1.3301
H -1.8904 2.0709 -0.5991
*
```